1.
C4H6N2O | ωB97M-V with the def2-TZVPD basis set

The geometry in XYZ format:
```
13
C4H6N2O, DFT ωB97M-V with the def2-TZVPD basis set
N 2.22 -0.71 -0.25
C 0.96 -0.26 0.00
C 0.77 1.09 0.06
C -0.67 1.12 -0.01
C -1.18 -0.07 -0.16
N -2.34 -0.66 -0.28
O -0.13 -0.94 0.16
H 2.43 -1.77 0.14
H 2.94 -0.16 -0.01
H 1.40 2.01 -0.25
H -0.98 2.16 -0.10
H -2.21 -1.68 0.28
H -3.23 -0.14 0.40
```

Calculated values
- SMILES: Nc1ccc(N)o1
- Gap between HOMO and LUMO: 7.505 eV
- Total charge: 0



2.
C4H6N2O | ωB97M-V with the def2-TZVPD basis set

The geometry in XYZ format:
```
13
C4H6N2O, DFT ωB97M-V with the def2-TZVPD basis set
C 1.48 0.02 0.62
C 0.49 0.10 1.33
N -0.21 0.04 2.48
H 2.41 0.02 0.11
H -0.95 0.73 2.55
H 0.36 -0.05 3.32
C -1.45 0.47 -0.03
N -2.16 1.32 0.28
H -1.09 -0.38 -0.60
C 0.26 -0.56 -2.49
O 1.31 -0.67 -1.91
H -0.29 -1.44 -2.86
H -0.16 0.41 -2.79
```

Calculated values
- SMILES: C#CN.C#N.C=O
- Gap between HOMO and LUMO: 9.077 eV
- Total charge: 0



3.
C4H6N2O | ωB97M-V with the def2-TZVPD basis set

The geometry in XYZ format:
```
13
C4H6N2O, DFT ωB97M-V with the def2-TZVPD basis set
C 0.56 -2.05 0.88
O 1.12 -1.14 -0.09
C 0.41 -0.01 -0.21
C 0.52 1.02 -1.19
C -0.54 1.86 -0.89
N -1.16 1.33 0.18
N -0.59 0.21 0.62
H 0.66 -3.04 0.46
H 1.11 -1.95 1.82
H -0.49 -1.84 1.08
H 1.24 1.16 -1.99
H -0.91 2.75 -1.37
H -1.93 1.69 0.72
```

Calculated values
- SMILES: COc1cc[nH]n1
- Gap between HOMO and LUMO: 9.721 eV
- Total charge: 0



4.
C4H6N2O | ωB97M-V with the def2-TZVPD basis set

The geometry in XYZ format:
```
13
C4H6N2O, DFT ωB97M-V with the def2-TZVPD basis set
H -1.79 2.06 0.49
N -1.06 1.45 0.12
C -1.41 0.24 -0.02
C -0.34 -0.74 -0.35
C -0.35 -1.97 0.15
N 0.79 -0.12 -0.93
C 1.35 0.59 -0.03
O 2.30 1.50 -0.24
H -2.42 -0.13 0.20
H 0.56 -2.57 0.10
H -1.20 -2.37 0.69
H 1.10 0.50 1.02
H 2.46 1.56 -1.19
```

Calculated values
- SMILES: [H]/N=C/C(=C)/N=C/O
- Gap between HOMO and LUMO: 10.002 eV
- Total charge: 0



5.
C4H6N2O | ωB97M-V with the def2-TZVPD basis set

The geometry in XYZ format:
```
13
C4H6N2O, DFT ωB97M-V with the def2-TZVPD basis set
C 1.31 -1.71 0.57
O 0.85 -0.40 0.87
C 0.42 0.28 -0.24
C -1.24 0.04 -0.80
N -2.13 0.58 -0.07
C -1.19 1.70 -0.29
N 0.11 1.59 0.06
H 0.46 -2.38 0.40
H 1.87 -2.06 1.44
H 1.94 -1.70 -0.32
H -1.41 -0.74 -1.55
H -1.60 2.58 -0.77
H 0.62 2.20 0.69
```

Calculated values
- Gap between HOMO and LUMO (spin up / spin down): 7.347 / 7.523 eV
- Total charge: 0



6.
C4H6N2O | ωB97M-V with the def2-TZVPD basis set

The geometry in XYZ format:
```
13
C4H6N2O, DFT ωB97M-V with the def2-TZVPD basis set
N -0.49 0.37 2.02
C -0.16 -0.02 0.70
N 0.26 -1.30 0.40
C 0.45 -1.43 -0.95
C 0.12 -0.23 -1.54
C -0.23 0.66 -0.49
O -0.57 1.99 -0.64
H -1.15 1.14 1.96
H 0.32 0.72 2.53
H 0.38 -2.03 1.08
H 0.78 -2.35 -1.40
H 0.15 0.03 -2.59
H 0.15 2.46 -1.09
```

Calculated values
- SMILES: Nc1[nH]ccc1O
- Gap between HOMO and LUMO: 8.553 eV
- Total charge: 0



7.
C4H6N2O | ωB97M-V with the def2-TZVPD basis set

The geometry in XYZ format:
```
13
C4H6N2O, DFT ωB97M-V with the def2-TZVPD basis set
C -0.19 2.04 -0.01
N -0.52 0.63 -0.13
C 0.44 -0.23 -0.24
O 1.73 0.09 -0.05
C 0.01 -1.65 -0.08
C -1.49 -1.46 0.25
N -2.59 -1.69 0.56
H 0.55 2.36 -0.74
H 0.17 2.26 1.00
H -1.08 2.64 -0.21
H 2.31 -0.69 -0.06
H 0.10 -2.15 -1.05
H 0.56 -2.14 0.73
```

Calculated values
- SMILES: C/N=C(\O)CC#N
- Gap between HOMO and LUMO: 10.063 eV
- Total charge: 0



8.
C4H6N2O | ωB97M-V with the def2-TZVPD basis set

The geometry in XYZ format:
```
13
C4H6N2O, DFT ωB97M-V with the def2-TZVPD basis set
N 2.02 0.24 -0.06
C 0.67 0.23 0.02
C -0.03 -1.09 -0.02
O 0.64 -2.16 -0.18
C -1.46 -0.69 -0.38
C -1.56 0.66 -0.29
N -0.25 1.21 -0.03
H 2.43 -0.67 -0.29
H 2.68 0.99 0.21
H -0.46 -0.72 1.16
H -2.21 -1.47 -0.35
H -2.39 1.26 0.06
H -0.07 2.19 0.14
```

Calculated values
- Gap between HOMO and LUMO: 8.266 eV
- Total charge: 0



9.
C4H6N2O | ωB97M-V with the def2-TZVPD basis set

The geometry in XYZ format:
```
13
C4H6N2O, DFT ωB97M-V with the def2-TZVPD basis set
C -0.37 0.10 2.25
O 0.63 0.49 1.31
C 0.31 0.27 0.03
C 1.19 0.43 -1.05
C 0.46 -0.06 -2.12
N -0.76 -0.37 -1.63
N -0.88 -0.21 -0.32
H 0.04 0.36 3.22
H -1.30 0.63 2.06
H -0.56 -0.98 2.19
H 2.19 0.86 -0.99
H 0.59 -0.94 -2.74
H -1.54 -0.59 -2.22
```

Calculated values
- SMILES: COc1cc[nH]n1
- Gap between HOMO and LUMO: 9.793 eV
- Total charge: 0



10.
C4H6N2O | ωB97M-V with the def2-TZVPD basis set

The geometry in XYZ format:
```
13
C4H6N2O, DFT ωB97M-V with the def2-TZVPD basis set
N -2.24 0.43 -0.25
C -0.87 0.09 -0.05
C -0.90 -1.27 0.07
N 1.11 -1.37 0.07
C 1.39 -0.09 0.17
O 2.66 0.33 0.42
C 0.31 0.81 0.04
H -2.46 0.87 -1.12
H -2.72 0.80 0.56
H -1.32 -1.83 -0.77
H 1.95 -1.94 0.28
H 2.65 1.29 0.50
H 0.43 1.88 0.07
```

Calculated values
- Gap between HOMO and LUMO: 8.676 eV
- Total charge: 0



Here are the calculated relative energy (zero: lowest compared OMol25 entry of this formula, charge and spin) numbers, same order: 99.5 120.1 37.9 50.6 155.5 23.0 48.0 77.1 60.9 91.1 (kcal per mole).